A) C4H7NO | wB97M-V/def2-TZVPD

```
! wB97M-V def2-TZVPD RIJCOSX def2/J DEFGRID3
* xyz 0 1
C 1.11 1.00 0.29
C 0.09 0.16 1.11
O -0.17 -1.15 0.62
C -0.41 -1.18 -0.75
C -1.66 -0.48 -1.14
N -2.61 0.11 -1.44
H 1.97 0.43 -0.10
H 0.64 1.53 -0.55
H 1.52 1.75 0.97
H -0.86 0.72 1.16
H 0.44 0.00 2.13
H -0.48 -2.22 -1.05
H 0.42 -0.68 -1.28
*
```

Computed properties:
gap between HOMO and LUMO: 11.6 eV
structure (SMILES): CCOCC#N
HOMO energy: -10.76 eV
lowest unoccupied orbital energy: 0.9 eV

Results of the Mulliken charge analysis, in e, for atoms 1 through 8:
1. C -1.0949
2. C -0.3289
3. O -0.3893
4. C -0.2763
5. C 0.3072
6. N -0.4081
7. H 0.3398
8. H 0.2865

=====

B) C4H7NO | wB97M-V/def2-TZVPD

```
! wB97M-V def2-TZVPD RIJCOSX def2/J DEFGRID3
* xyz 0 1
H 2.92 0.96 0.33
N 2.39 0.23 0.82
C 1.19 0.22 0.43
C 0.09 -0.61 0.95
C -1.02 -0.29 0.28
C -0.73 0.90 -0.59
O 0.69 1.02 -0.57
H 0.23 -1.41 1.65
H -2.02 -0.69 0.37
H -1.20 1.72 -0.03
H -1.08 0.93 -1.63
H -0.48 -1.51 -0.73
H -1.00 -1.48 -1.29
*
```

Computed properties:
gap between HOMO and LUMO: 9.8 eV
structure (SMILES): [H]/N=C1/C=CCO1.[H][H]
HOMO energy: -9.07 eV
lowest unoccupied orbital energy: 0.8 eV

Results of the Mulliken charge analysis, in e, for atoms 1 through 8:
1. H 0.2721
2. N -0.7170
3. C 0.4250
4. C -0.4831
5. C -0.4640
6. C -0.2093
7. O -0.3864
8. H 0.4370

=====

C) C4H7NO | wB97M-V/def2-TZVPD

```
! wB97M-V def2-TZVPD RIJCOSX def2/J DEFGRID3
* xyz 0 1
C -1.07 -0.48 1.16
C -0.35 -0.59 -0.17
N -0.92 0.22 -1.16
C 1.09 -0.15 -0.24
C 1.30 1.23 -0.34
O 0.46 2.04 -0.77
H -1.08 0.57 1.47
H -0.57 -1.07 1.94
H -2.11 -0.82 1.05
H -0.29 -1.64 -0.53
H -0.49 -0.04 -2.05
H 1.91 -0.87 -0.22
H 2.24 1.60 0.10
*
```

Computed properties:
gap between HOMO and LUMO (spin up / spin down): 7.4 / 9.1 eV
HOMO energy (spin up / spin down): -8.76 / -9.12 eV
lowest unoccupied orbital energy (spin up / spin down): -1.4 / 0.0 eV

Results of the Mulliken charge analysis, in e, for atoms 1 through 8:
1. C -1.1758
2. C 0.5872
3. N -0.6013
4. C -0.6017
5. C 0.0292
6. O -0.4602
7. H 0.2778
8. H 0.3388

=====

Most favorable structure: A). The second most favorable one is 0.0714 hartree above it.

=====

A) C4H7NO | wB97M-V/def2-TZVPD

```
! wB97M-V def2-TZVPD RIJCOSX def2/J DEFGRID3
* xyz 0 1
C 1.85 0.05 -0.11
C 0.48 0.20 0.53
C -0.66 0.75 -0.36
C -1.31 -0.56 -0.06
N -2.53 -0.83 -0.19
O -0.24 -1.09 0.63
H 2.50 -0.56 0.51
H 2.34 1.02 -0.26
H 1.76 -0.43 -1.09
H 0.57 0.63 1.53
H -1.43 1.45 -0.02
H -0.37 0.98 -1.39
H -2.95 -1.62 0.28
*
```

Computed properties:
gap between HOMO and LUMO: 11.0 eV
HOMO energy: -9.99 eV
lowest unoccupied orbital energy: 1.0 eV

Results of the Mulliken charge analysis, in e, for atoms 1 through 8:
1. C -1.2957
2. C 0.4288
3. C -0.5513
4. C 0.5037
5. N -0.6315
6. O -0.4126
7. H 0.3167
8. H 0.3362

=====

B) C4H7NO | wB97M-V/def2-TZVPD

```
! wB97M-V def2-TZVPD RIJCOSX def2/J DEFGRID3
* xyz 0 1
C 0.02 -1.69 0.65
C -0.64 -0.31 0.44
C 0.14 0.42 -0.62
O -0.84 1.93 -0.97
C 1.42 0.92 -0.25
N 2.49 1.31 -0.04
H -0.57 -2.27 1.37
H 0.06 -2.25 -0.29
H 1.03 -1.59 1.03
H -0.68 0.23 1.40
H -1.67 -0.45 0.09
H -0.54 1.11 -1.63
H -0.21 2.65 -1.18
*
```

Computed properties:
gap between HOMO and LUMO: 9.0 eV
HOMO energy: -9.19 eV
lowest unoccupied orbital energy: -0.1 eV

Results of the Mulliken charge analysis, in e, for atoms 1 through 8:
1. C -1.1276
2. C -0.3099
3. C -0.1466
4. O -0.5168
5. C 0.1143
6. N -0.4343
7. H 0.3305
8. H 0.3325

=====

C) C4H7NO | wB97M-V/def2-TZVPD

```
! wB97M-V def2-TZVPD RIJCOSX def2/J DEFGRID3
* xyz 0 1
C -1.08 1.47 0.79
C -0.39 0.35 0.75
N 0.04 -0.05 -0.58
C 1.49 -0.27 -0.49
C -0.82 -1.15 -0.71
O -0.53 -2.31 -0.48
H -0.90 2.15 1.59
H -1.57 1.77 -0.13
H 0.00 -0.24 1.59
H 1.98 0.60 -0.03
H 1.90 -0.38 -1.50
H 1.72 -1.16 0.11
H -1.84 -0.77 -0.91
*
```

Computed properties:
gap between HOMO and LUMO: 10.3 eV
structure (SMILES): C=CN(C)C=O
HOMO energy: -9.45 eV
lowest unoccupied orbital energy: 0.8 eV

Results of the Mulliken charge analysis, in e, for atoms 1 through 8:
1. C -0.6087
2. C -0.2699
3. N -0.1403
4. C -0.8753
5. C 0.1669
6. O -0.5134
7. H 0.2933
8. H 0.2573

=====

Most favorable structure: A). The second most favorable one is 0.0419 hartree above it.

=====

A) C4H7NO | wB97M-V/def2-TZVPD

```
! wB97M-V def2-TZVPD RIJCOSX def2/J DEFGRID3
* xyz 0 1
C 1.54 1.08 0.23
C 0.26 0.80 -0.57
N 0.23 -0.63 -0.86
C -0.61 -1.42 -0.34
C -1.77 -1.13 0.57
O -2.38 -2.04 1.08
H 1.89 2.10 0.07
H 2.33 0.39 -0.10
H 1.39 0.92 1.30
H -0.62 1.19 -0.04
H 0.31 1.31 -1.53
H -0.52 -2.49 -0.57
H -2.05 -0.08 0.75
*
```

Computed properties:
gap between HOMO and LUMO: 9.4 eV
structure (SMILES): CC/N=C\C=O
HOMO energy: -9.57 eV
lowest unoccupied orbital energy: -0.2 eV

Results of the Mulliken charge analysis, in e, for atoms 1 through 8:
1. C -1.1143
2. C -0.1399
3. N -0.4387
4. C 0.0265
5. C 0.0136
6. O -0.4522
7. H 0.3262
8. H 0.3275

=====

B) C4H7NO | wB97M-V/def2-TZVPD

```
! wB97M-V def2-TZVPD RIJCOSX def2/J DEFGRID3
* xyz 0 1
C 1.71 1.43 0.57
N 0.49 0.65 0.47
C 0.36 -0.11 -0.52
C -0.92 -0.85 -0.77
C -1.82 -1.22 0.33
O -2.11 -0.12 -0.51
H 2.29 1.44 -0.37
H 2.34 1.04 1.37
H 1.44 2.46 0.83
H 1.15 -0.24 -1.28
H -0.94 -1.45 -1.68
H -2.48 -2.08 0.22
H -1.52 -0.96 1.35
*
```

Computed properties:
gap between HOMO and LUMO: 11.0 eV
structure (SMILES): C/N=C/[C@H]1CO1
HOMO energy: -9.88 eV
lowest unoccupied orbital energy: 1.1 eV

Results of the Mulliken charge analysis, in e, for atoms 1 through 8:
1. C -0.7129
2. N -0.3213
3. C -0.2644
4. C 0.1457
5. C -0.4161
6. O -0.4031
7. H 0.3082
8. H 0.2480

=====

Most favorable structure: A). The second most favorable one is 0.0277 hartree above it.

=====

A) C4H7NO | wB97M-V/def2-TZVPD

```
! wB97M-V def2-TZVPD RIJCOSX def2/J DEFGRID3
* xyz 0 1
C -1.39 -0.08 -1.60
C -0.53 -0.12 -0.39
N -0.14 -1.14 0.27
C 0.62 -0.59 1.41
C 0.93 0.81 0.95
O -0.10 1.12 0.07
H -2.31 0.47 -1.39
H -1.63 -1.09 -1.93
H -0.86 0.45 -2.41
H -0.03 -0.67 2.29
H 1.54 -1.14 1.61
H 2.05 0.58 0.17
H 1.85 1.41 0.95
*
```

Computed properties:
gap between HOMO and LUMO: 10.0 eV
HOMO energy: -9.14 eV
lowest unoccupied orbital energy: 0.9 eV

Results of the Mulliken charge analysis, in e, for atoms 1 through 8:
1. C -0.9930
2. C 0.6515
3. N -0.4945
4. C -0.3300
5. C -0.2017
6. O -0.3745
7. H 0.2868
8. H 0.3043

=====

B) C4H7NO | wB97M-V/def2-TZVPD

```
! wB97M-V def2-TZVPD RIJCOSX def2/J DEFGRID3
* xyz 0 1
C -1.78 -0.45 0.29
C -0.37 -0.76 0.68
C 0.75 0.75 -1.04
N 0.63 -0.01 0.22
C 1.90 0.32 0.45
O 2.12 1.01 -0.76
H -2.21 0.40 0.84
H -2.42 -1.31 0.47
H -1.87 -0.21 -0.78
H -0.15 -1.34 1.57
H 0.61 0.11 -1.91
H 0.14 1.65 -1.08
H 2.66 -0.16 1.04
*
```

Computed properties:
gap between HOMO and LUMO (spin up / spin down): 7.2 / 7.2 eV
HOMO energy (spin up / spin down): -6.23 / -6.22 eV
lowest unoccupied orbital energy (spin up / spin down): 1.0 / 1.0 eV

Results of the Mulliken charge analysis, in e, for atoms 1 through 8:
1. C -1.0626
2. C -0.1178
3. C -0.3739
4. N 0.0451
5. C -0.2171
6. O -0.4083
7. H 0.2298
8. H 0.3279

=====

Most favorable structure: A). The second most favorable one is 0.0321 hartree above it.